ORCA calculation (the ωB97M-V functional and the def2-TZVPD basis) on one molecule with the formula C4H10BrOP in a non-equilibrium geometry.

- Gap between HOMO and LUMO: 9.5124 eV
- SMILES: CCP(Br)CCO
- Relative energy (zero: lowest compared OMol25 entry of this formula, charge and spin): 39.0 kcal/mol
- LUMO: 0.677 eV
- DFT total energy: -3148.97804 hartree

Last columns: bonded neighbours and bond lengths (Å).
CARTESIAN COORDINATES (ANGSTROEM)
1 C -1.131 -0.313 -2.101  C2 1.535, H8 1.086, H9 1.023, H10 1.032
2 C -0.817 -1.222 -0.905  C1 1.535, P3 1.978, H11 1.047, H12 1.108
3 P -1.030 -0.338 0.852  C2 1.978, Br4 2.204, C5 1.966
4 Br -1.201 -2.213 1.998  P3 2.204
5 C 0.838 -0.069 1.401  P3 1.966, C6 1.461, H13 1.170, H14 1.096
6 C 1.345 1.171 0.820  C5 1.461, O7 1.478, H15 1.189, H16 1.103
7 O 0.659 2.268 1.535  C6 1.478, H17 0.930
8 H -2.188 -0.065 -2.094  C1 1.086
9 H -0.633 0.579 -2.172  C1 1.023
10 H -1.117 -0.722 -3.048  C1 1.032
11 H 0.088 -1.747 -0.917  C2 1.047
12 H -1.590 -2.013 -0.968  C2 1.108
13 H 0.664 -0.187 2.552  C5 1.170
14 H 1.401 -0.908 0.976  C5 1.096
15 H 1.305 1.347 -0.355  C6 1.189
16 H 2.430 1.294 0.978  C6 1.103
17 H 0.977 3.137 1.447  O7 0.930